Entry from OMol25: the molecule C7H6N4 (ωB97M-V/def2-TZVPD).

Last column: natural (NBO) charge in e.
Geometry (Å):
1 N 0.893831 0.916272 -0.191062  -0.4162
2 H 3.899239 -0.602699 -0.509315  0.2673
3 H 3.349737 -0.325340 1.205886  0.2500
4 H 3.495760 1.405176 0.088455  0.2453
5 C 3.286232 0.216292 0.092717  -0.6736
6 N 0.312858 -1.821506 -0.025232  -0.1094
7 C -1.527690 1.344353 -0.031115  -0.1631
8 H -3.677894 1.177007 0.119393  0.2259
9 N 1.544827 -1.296283 -0.057405  -0.2559
10 C -0.629692 -0.970428 -0.026967  0.2100
11 H -1.179631 2.317584 -0.295356  0.2460
12 C -0.376444 0.423585 -0.043026  0.1476
13 C 1.805442 0.016421 -0.145354  0.3535
14 C -2.812407 -0.716423 0.046823  0.0704
15 H -3.798027 -1.265798 -0.288234  0.2018
16 N -1.862699 -1.532916 -0.067052  -0.3660
17 C -2.723438 0.714702 0.126842  -0.2334

Forces on atoms 1 to 2 (eV/Å):
-2.5 1.3 0.4
-1.1 2.5 0.8

## Properties
* LUMO level: -0.91 eV
* spin multiplicity: 1
* ΔE to the lowest compared entry with this formula, charge and spin: 244.7 kJ/mol
* HOMO: -0.34384 hartree

***

Entry from OMol25: a cluster of 2 separate species, C3H11NO3P in total (ωB97M-V/def2-TZVPD).

Last column: Löwdin spin population.
Geometry (Å):
1 H 0.431793 1.435018 -2.204302  0.0811
2 H 1.117279 -3.011707 1.876093  0.0122
3 O 0.639911 -2.202824 1.481321  0.0908
4 H -0.836710 -1.163352 -0.948585  0.0037
5 N -0.200199 -0.166153 2.836634  0.2037
6 C -1.017284 1.759444 -0.617252  0.0799
7 H -0.285521 0.756086 3.168715  0.0042
8 H -0.228665 -1.077389 -2.392607  0.0015
9 H -1.837983 -0.334094 -2.217641  -0.0009
10 H 3.015912 -0.037403 1.700092  0.0043
11 C -0.056378 0.773905 -1.300998  0.1261
12 H -1.120856 -0.518590 3.123061  0.0045
13 C -0.796211 -0.480819 -1.735250  0.0070
14 H -1.488991 1.214069 0.187464  0.0039
15 O 1.104120 0.599843 -0.640394  0.8374
16 O 2.323030 -0.301232 2.197916  0.1169
17 P 0.837718 -0.657359 1.687731  0.4201
18 H -0.440473 2.566542 -0.268858  0.0006
19 H -1.747539 2.138627 -1.225292  0.0030

Forces on atoms 1 to 2 (eV/Å):
-1.4 -1.3 1.1
-0.8 2.0 -0.6

## Properties
* net charge: +1
* LUMO level (alpha / beta): -2.97 / -6.95 eV
* spin multiplicity: 3
* ΔE to the lowest compared entry with this formula, charge and spin: 2.0 kJ/mol
* HOMO (alpha / beta): -0.48958 / -0.50755 hartree
* ⟨S²⟩: 2.009

***

Entry from OMol25: a cluster of 2 separate species, C22H23BrN4O5 in total (ωB97M-V/def2-TZVPD).

Last column: natural (NBO) charge in e.
Geometry (Å):
1 C 3.378508 -0.025581 -0.615850  0.0948
2 H -2.581703 -1.863895 -1.668371  0.2220
3 Br 0.796516 4.872169 -2.319939  0.0587
4 O -1.706702 3.997729 -0.055413  -0.6797
5 H -3.738801 -1.772453 -0.342632  0.2222
6 O 5.489523 0.596703 -1.351712  -0.5235
7 H 1.904521 1.217766 0.402007  0.2298
8 H 2.840987 -3.764903 -0.119353  0.4045
9 C -0.807165 -0.640551 3.514838  -0.4136
10 C 4.792460 4.733595 -1.109985  -0.1990
11 N -1.882331 -3.870744 -0.050919  -0.6153
12 H -1.034485 4.313234 -0.661340  0.4860
13 C 2.778277 2.877729 -1.651178  -0.2430
14 H -0.764169 -2.162776 -0.087981  0.2107
15 C -1.766736 -2.430168 0.244344  -0.1181
16 H -3.667846 2.688267 1.103250  0.2262
17 C -1.113022 1.877963 -1.013910  -0.3175
18 C -4.308357 -4.318179 0.376096  -0.7238
19 C -3.292349 0.699875 0.326317  -0.1764
20 H 6.043708 3.035897 -0.690731  0.2415
21 H -0.168672 -0.881077 1.493509  0.4308
22 O 3.476469 -1.383255 -0.744166  -0.3865
23 C 5.049013 3.365570 -0.985072  -0.1760
24 C -2.455443 -0.088547 -0.488407  -0.0717
25 H -0.722129 -0.107904 -1.777659  0.2012
26 O -2.640633 -5.932607 -0.057475  -0.6367
27 N -0.873637 -1.180520 2.159011  -0.6251
28 C 4.041813 2.414258 -1.235187  -0.0534
29 H -1.026014 -4.324492 -0.323657  0.4041
30 C -1.363029 0.499932 -1.153368  -0.1424
31 H -4.123478 0.246030 0.850451  0.2215
32 C -1.949440 2.668894 -0.197041  0.3057
33 C -2.705562 -1.577832 -0.622910  -0.4237
34 H -1.813162 -0.394603 3.862178  0.2213
35 N 2.073563 -3.135335 0.087331  -0.7975
36 H -0.194517 0.261388 3.530093  0.2042
37 H 3.322487 6.236097 -1.591434  0.2333
38 H -4.709345 -3.820909 -0.503020  0.2198
39 H -4.358784 -3.661602 1.237567  0.2547
40 H 1.992274 2.178353 -1.915190  0.2317
41 H 1.554297 -3.296948 0.942053  0.4202
42 H -0.293407 2.332765 -1.540325  0.2040
43 N 1.602862 -0.949888 0.433997  -0.5705
44 H 5.580959 5.454174 -0.911301  0.2296
45 C -3.038024 2.076907 0.474403  -0.2667
46 C 2.516653 4.248936 -1.769904  -0.0755
47 C -2.879944 -4.745154 0.100764  0.6869
48 C -1.809798 -2.039883 1.735943  0.6613
49 C 2.246064 0.230198 0.104468  -0.0174
50 H -4.901957 -5.207548 0.580955  0.2412
51 C 4.348833 0.972307 -1.101451  0.4757
52 O -2.677132 -2.472559 2.488518  -0.6517
53 H -0.376658 -1.383098 4.188015  0.1987
54 C 3.525289 5.173300 -1.494510  -0.2165
55 C 2.389359 -1.837026 -0.084716  0.6790

Forces on atoms 1 to 2 (eV/Å):
-1.6 2.1 0.5
0.0 -0.2 0.1

## Properties
* LUMO level: -0.65 eV
* spin multiplicity: 1
* HOMO: -0.31364 hartree

***

Entry from OMol25: the molecule C3H4BrN (ωB97M-V/def2-TZVPD).

Last column: natural (NBO) charge in e.
Geometry (Å):
1 H -0.604553 1.148787 1.056247  0.2401
2 C 1.495324 -0.284867 0.118438  0.2468
3 N 2.520868 -0.517022 0.528245  -0.2721
4 Br 0.135893 1.076283 -1.948098  0.0525
5 C -0.894815 0.191762 0.474851  -0.6378
6 H -1.903351 0.221339 -0.073706  0.2397
7 C 0.210161 -0.225944 -0.532778  -0.3725
8 H 0.011908 -1.164127 -1.079069  0.2678
9 H -0.971435 -0.446213 1.455869  0.2353

Forces on atoms 1 to 2 (eV/Å):
-0.6 -0.9 -1.8
-1.6 -0.1 -1.4

## Properties
* LUMO level: 0.54 eV
* spin multiplicity: 1
* ΔE to the lowest compared entry with this formula, charge and spin: 36.1 kJ/mol
* HOMO: -0.39828 hartree

***

Entry from OMol25: a structure of composition C9H7F3O2S (ωB97M-V/def2-TZVPD).

Last column: natural (NBO) charge in e.
Geometry (Å):
1 C -0.444206 1.384202 1.062922  -0.2061
2 C 2.224837 -0.756714 -0.069192  -0.2992
3 C 1.041882 -0.201612 -0.038822  -0.1287
4 C -1.571104 0.909173 0.241981  -0.1140
5 H 0.046500 -1.747128 -1.116584  0.2106
6 C -2.753000 1.398477 0.256816  -0.2011
7 F -5.674366 0.049521 1.386145  -0.3100
8 H -3.339494 2.292841 0.459147  0.2390
9 H -2.264074 -0.891873 -0.797575  0.2361
10 F -5.860368 -1.719924 0.154462  -0.2798
11 H 3.050487 -0.360700 0.689465  0.2066
12 O -5.565027 1.385794 -1.061311  -0.9128
13 C -5.111796 -0.745624 0.496790  0.7635
14 H 2.426014 -1.659890 -0.687887  0.2126
15 F -3.983042 -1.238874 0.983669  -0.3284
16 H -0.699278 2.264254 1.634503  0.2229
17 S -4.492857 0.439901 -0.889437  1.8830
18 C -1.350386 -0.420979 -0.504609  -0.1695
19 H 1.572486 1.309667 1.351888  0.2129
20 C 0.708227 0.856043 0.891164  -0.1427
21 O -4.184618 -0.411467 -1.970803  -0.9225
22 C -0.094085 -0.849755 -0.640137  -0.1724

Forces on atoms 1 to 2 (eV/Å):
-3.8 1.7 -0.8
3.5 -0.4 1.4

## Properties
* LUMO level: -0.50 eV
* spin multiplicity: 1
* ΔE to the lowest compared entry with this formula, charge and spin: 214.4 kJ/mol
* HOMO: -0.32911 hartree

***

Entry from OMol25: a cluster of 16 separate species, C3H26F9O22S3 in total (ωB97M-V/def2-TZVPD).

Last column: Löwdin spin population.
Geometry (Å):
1 H 7.513169 3.508016 14.030906  0.0000
2 H 7.544634 5.927320 16.580994  0.0000
3 H 9.390719 2.038783 11.476796  0.0000
4 H 6.766300 7.224034 16.648931  0.0000
5 H 12.112303 -0.812451 17.408821  0.0000
6 O 13.491744 -1.457443 13.414651  0.0000
7 O 14.289685 0.584697 14.546574  0.0000
8 O 11.401340 7.096687 12.859426  0.0000
9 F 9.666567 5.706021 20.715115  -0.0026
10 H 10.181185 0.210992 15.608544  0.0000
11 O 14.769113 2.378001 16.896869  0.0000
12 C 12.292671 0.882187 12.726234  0.0000
13 H 11.710211 2.945273 20.505927  0.0000
14 O 6.666428 6.275888 16.734217  -0.0004
15 O 12.415438 0.031094 17.744621  0.0000
16 F 8.634835 5.895143 18.846179  -0.0030
17 O 9.337063 8.581978 21.489646  0.2291
18 H 8.885230 2.416258 12.852980  0.0000
19 H 9.145286 6.695944 15.400454  0.0000
20 S 8.624014 8.068124 20.321674  -0.0670
21 H 14.758274 2.121621 17.819042  0.0000
22 C 9.502456 6.500311 19.717167  -0.0099
23 O 11.356740 5.124695 15.222995  0.0000
24 O 8.612225 9.013729 19.154082  0.4570
25 C 10.447156 3.288773 17.024507  0.0000
26 H 13.029749 4.834551 14.239715  0.0000
27 H 8.158663 0.490754 16.525609  0.0000
28 O 12.615791 3.251562 20.554309  0.0000
29 F 10.790500 4.086285 18.093209  0.0000
30 S 13.133366 -0.204838 14.062759  0.0000
31 O 9.407796 0.736048 15.402550  0.0000
32 F 9.394435 2.531390 17.276785  0.0000
33 O 9.056087 5.377257 16.096295  0.0000
34 F 11.577255 2.559952 16.566392  0.0000
35 H 9.697513 1.327933 14.708304  0.0000
36 F 11.689949 1.869075 13.378401  0.0000
37 H 12.836716 5.026233 16.436515  0.0000
38 H 11.175120 6.892744 13.766874  0.0000
39 O 6.595403 3.701068 13.839388  0.0000
40 F 13.276896 1.340128 11.939083  0.0000
41 H 6.360003 3.084267 13.146297  0.0000
42 H 9.182200 8.111991 15.934616  -0.0001
43 O 7.435074 0.206889 17.084254  0.0000
44 F 10.621799 6.702728 19.118572  -0.0022
45 O 7.223962 7.724504 20.633308  0.3992
46 H 10.808644 3.991706 10.784686  0.0000
47 O 13.383441 4.859580 17.204343  0.0000
48 O 9.599008 3.607113 14.437289  0.0000
49 H 14.151835 3.107619 16.843353  0.0000
50 S 10.076283 4.489738 15.556091  0.0000
51 O 9.299463 7.602024 15.133110  -0.0001
52 H 14.161257 4.690989 13.244245  0.0000
53 O 12.120423 -0.538152 15.068647  0.0000
54 O 8.870065 1.708341 12.208891  0.0000
55 H 10.515068 3.960609 12.269525  0.0000
56 O 13.936801 4.538768 14.162221  0.0000
57 H 7.198953 0.987081 17.586046  0.0000
58 H 12.761730 4.768430 17.926416  0.0000
59 O 10.641939 4.561648 11.535425  0.0000
60 H 12.096359 0.671293 17.108558  0.0000
61 H 13.139464 2.494941 20.290645  0.0000
62 H 10.742130 6.637748 12.338796  0.0000
63 F 11.499959 0.175487 12.042549  0.0000

Forces on atoms 1 to 2 (eV/Å):
0.5 0.1 0.3
0.1 -0.3 -0.2

## Properties
* net charge: -2
* LUMO level (alpha / beta): 3.47 / -1.89 eV
* spin multiplicity: 2
* HOMO (alpha / beta): -0.13708 / -0.13708 hartree
* ⟨S²⟩: 0.767

***

Entry from OMol25: the molecule C24H35N3O4S (ωB97M-V/def2-TZVPD).

Last column: natural (NBO) charge in e.
Geometry (Å):
1 H 3.492114 1.381183 -4.903449  0.2212
2 C -1.011464 -1.822899 0.232748  -0.0598
3 N 1.067302 1.786249 -1.551748  -0.6659
4 H -3.545818 -1.095375 4.112174  0.2244
5 C 3.076132 1.220593 -3.907741  -0.4129
6 H -2.109520 -3.138505 5.937539  0.2302
7 C -2.455949 -0.962381 6.040735  -0.3908
8 C -0.300452 2.234595 -1.282121  0.1256
9 H -3.694269 -3.323168 3.031604  0.2197
10 H -2.155507 4.272532 -0.533719  0.2018
11 C -0.594612 2.036261 0.208471  -0.6212
12 H -0.487394 -1.937747 -1.859031  0.2446
13 H -0.402814 1.001604 0.489225  0.2053
14 C -2.856687 -2.372637 5.795980  -0.3904
15 H 2.056607 1.606379 -3.899476  0.2118
16 C -3.518145 -3.156600 1.972457  -0.6190
17 C 3.921339 1.952715 -2.868732  -0.3930
18 O 2.223777 3.364264 -0.396566  -0.6424
19 H 3.860400 3.031475 -3.021557  0.2248
20 H 4.237997 1.995977 -0.744755  0.2432
21 H 2.740256 -2.319256 0.873536  0.2436
22 H 1.174760 0.870198 -1.971488  0.4323
23 N -1.581255 -1.726334 2.449759  -0.4550
24 H -0.088082 3.795607 -2.736444  0.1966
25 C 2.186698 2.346933 -1.061894  0.6929
26 H -2.262023 1.582593 -1.918674  0.2162
27 H -3.520772 -0.994381 2.066620  0.2055
28 C 0.823214 -2.044411 1.803891  -0.2498
29 C 1.684625 -2.158081 0.722133  -0.1781
30 C 3.390950 0.096983 -1.255935  -0.2442
31 C 3.063757 -0.275943 -3.611088  -0.2408
32 H -2.737339 -0.608374 -0.104506  0.2280
33 C -1.802587 4.323895 -1.559907  -0.6118
34 O 3.550250 -2.780714 -1.579813  -0.9369
35 H 2.957006 -0.138497 -0.281421  0.2238
36 H 0.288209 4.283504 -1.086356  0.2429
37 C -1.220806 1.356150 -2.128985  -0.6155
38 S 2.311057 -2.167474 -1.963638  2.3222
39 H -3.864670 -2.683211 6.027270  0.2176
40 C -0.151491 -1.937348 -0.834356  -0.1782
41 C -2.859942 -1.798531 1.731360  -0.0243
42 H -3.016773 -2.328083 -0.387621  0.2282
43 N 2.549200 -0.511695 -2.270455  -0.6887
44 H -1.629269 2.275259 0.436918  0.2016
45 C -2.493559 -1.613429 0.246613  -0.4245
46 H -1.436055 -0.777599 6.340250  0.2430
47 H -2.523377 3.827222 -2.204844  0.1956
48 H -1.043826 0.306949 -1.905845  0.2064
49 H -1.037532 1.523531 -3.188071  0.2141
50 H 2.411531 -0.816731 -4.298136  0.2377
51 O -0.333858 -1.732636 4.336509  -0.6159
52 C -2.659406 -1.436803 4.624358  -0.3511
53 C -1.425910 -1.643777 3.812907  0.6971
54 H 0.055278 2.680080 0.794550  0.2362
55 C -0.412849 3.714063 -1.695983  -0.4048
56 H 4.080812 -0.684527 -3.702121  0.1841
57 O 1.605919 -2.696009 -3.094604  -0.9413
58 C 1.201245 -2.094922 -0.570550  -0.3589
59 H -4.469436 -3.207574 1.448849  0.2154
60 C 3.480577 1.614381 -1.437131  -0.3084
61 H -2.869826 -3.948110 1.603120  0.2158
62 H -1.763395 5.371935 -1.847463  0.2159
63 H 1.189863 -2.090614 2.814670  0.2656
64 H 4.399441 -0.339819 -1.297234  0.2069
65 H -3.179769 -0.273615 6.447857  0.2182
66 H 4.965815 1.653221 -2.986702  0.2060
67 C -0.529697 -1.868518 1.548054  0.2618

Forces on atoms 1 to 2 (eV/Å):
-0.1 0.0 0.0
0.1 -0.1 0.1

## Properties
* LUMO level: 0.50 eV
* spin multiplicity: 1
* ΔE to the lowest compared entry with this formula, charge and spin: 93.0 kJ/mol
* HOMO: -0.32287 hartree

***

Entry from OMol25: the ion C6H15NO with charge +1 (ωB97M-V/def2-TZVPD).

Last column: Löwdin spin population.
Geometry (Å):
1 C -2.422803 -0.758996 -1.772825  0.0000
2 H -0.141610 -1.193315 1.758976  0.0029
3 H 1.572520 0.293176 2.579491  -0.0006
4 H -3.516102 -0.804867 -1.607967  0.0000
5 C 1.044675 0.626502 1.679566  0.0904
6 C 0.296232 -0.536555 1.009706  0.0111
7 H -1.390508 -2.072752 -0.422707  0.0000
8 H -0.977259 1.000317 0.066163  0.0006
9 C -0.607280 -0.009715 -0.123482  0.0013
10 C -1.689579 -1.016320 -0.448903  0.0000
11 H 1.716430 1.705328 -0.160013  -0.0001
12 C 2.082419 1.276907 0.769437  0.1111
13 H 3.625833 -0.231158 0.988419  0.0167
14 H 2.400560 2.238563 1.228513  0.0302
15 H 1.099527 -1.155797 0.567696  0.0024
16 H -2.354124 -0.971831 0.429339  0.0000
17 O -1.991635 0.406958 -2.449896  0.0002
18 H -2.355553 -1.577545 -2.500595  0.0000
19 H 2.865128 -0.202479 -0.446047  0.0181
20 N 3.127221 0.392507 0.341105  0.7078
21 H -2.684506 1.088795 -2.388663  0.0000
22 H 0.012539 0.125583 -1.027210  0.0001
23 H 0.287878 1.376703 1.929886  0.0078

Forces on atoms 1 to 2 (eV/Å):
-1.3 -0.7 -0.4
-0.5 0.3 0.0

## Properties
* net charge: +1
* LUMO level (alpha / beta): -3.44 / -8.85 eV
* spin multiplicity: 2
* ΔE to the lowest compared entry with this formula, charge and spin: 213.5 kJ/mol
* HOMO (alpha / beta): -0.48495 / -0.48490 hartree
* ⟨S²⟩: 0.755

***

Result set for electronic energy: -489.2642; -742.3769; -4021.4233; -2745.4483; -1195.2469; -3878.5923; -1798.9805; -367.2370 Eh, one per record in the order listed.